{"formula": "C14H24Br8O4", "method": "ωB97M-V with the def2-TZVPD basis set", "symbols": ["C", "C", "O", "C", "O", "O", "C", "C", "C", "O", "H", "H", "H", "H", "H", "H", "H", "H", "Br", "C", "C", "Br", "H", "H", "H", "H", "Br", "C", "C", "Br", "H", "H", "H", "H", "Br", "C", "C", "Br", "H", "H", "H", "H", "Br", "C", "C", "Br", "H", "H", "H", "H"], "coordinates": [[-0.329, -1.091, -1.971], [-0.485, -0.802, -0.823], [-0.606, -0.627, 0.487], [-1.763, 0.102, 0.772], [-2.410, 0.587, -0.097], [-2.049, 0.218, 2.062], [-0.910, 0.681, 2.837], [-0.560, 2.145, 2.549], [0.452, 2.366, 1.413], [0.269, 3.721, 0.976], [-0.065, -1.319, -2.975], [-0.060, -0.010, 2.775], [-1.248, 0.630, 3.877], [-0.139, 2.584, 3.462], [-1.481, 2.692, 2.311], [1.477, 2.315, 1.806], [0.315, 1.708, 0.548], [0.422, 3.780, 0.030], [2.114, -1.549, -0.354], [3.927, -2.215, -0.072], [4.452, -2.902, -1.304], [3.678, -4.677, -1.512], [3.897, -2.866, 0.798], [4.526, -1.335, 0.158], [5.525, -3.066, -1.223], [4.240, -2.356, -2.218], [-0.018, 4.698, -2.494], [-1.560, 5.375, -1.510], [-2.573, 5.998, -2.433], [-2.006, 7.762, -3.027], [-1.180, 6.066, -0.764], [-1.983, 4.504, -1.009], [-3.514, 6.162, -1.910], [-2.755, 5.407, -3.326], [-5.536, 3.619, 1.263], [-5.162, 2.412, -0.220], [-5.277, 3.117, -1.544], [-7.137, 3.385, -2.057], [-5.841, 1.571, -0.123], [-4.142, 2.070, -0.058], [-4.849, 2.508, -2.337], [-4.807, 4.096, -1.545], [4.034, -7.617, 3.116], [4.549, -8.861, 1.710], [4.500, -8.211, 0.353], [2.672, -8.032, -0.287], [3.892, -9.721, 1.793], [5.567, -9.160, 1.953], [5.001, -8.833, -0.386], [4.936, -7.216, 0.341]], "forces_ev_per_a": [[-0.07, 0.25, 0.14], [-0.18, -0.32, -0.07], [-0.93, 0.24, -0.05], [-0.31, 0.44, -0.16], [-0.42, -0.08, -0.28], [1.21, -0.16, -0.30], [0.13, 0.33, 1.48], [0.25, -0.45, -0.41], [-0.18, 1.04, 0.01], [-0.18, 0.00, 0.07], [-0.14, 0.02, 0.00], [-0.20, 0.13, -0.37], [-0.17, -0.15, -0.30], [-0.18, -0.07, -0.13], [0.16, -0.13, 0.06], [-0.18, -0.55, -0.19], [0.11, -0.17, 0.34], [0.16, -0.03, -0.11], [1.12, -0.45, 0.06], [-0.14, 0.37, 0.13], [0.12, -0.28, 0.04], [-0.01, 0.06, -0.01], [0.05, -0.06, -0.07], [0.05, -0.05, -0.04], [-0.02, 0.04, 0.03], [-0.04, 0.05, 0.07], [0.01, 0.03, 0.10], [-0.03, -0.26, -0.04], [-0.04, 0.28, 0.05], [0.00, -0.08, -0.06], [-0.03, 0.02, -0.04], [-0.02, 0.03, 0.00], [0.04, -0.02, 0.05], [0.05, -0.04, 0.04], [-0.04, -0.03, -0.01], [0.25, 0.16, 0.18], [-0.20, -0.20, -0.19], [0.05, 0.10, 0.01], [-0.03, 0.04, -0.07], [-0.04, -0.02, -0.06], [0.03, -0.03, 0.06], [-0.01, -0.03, 0.08], [-0.05, -0.06, -0.02], [0.17, 0.15, 0.18], [-0.14, -0.13, -0.21], [0.02, 0.03, 0.03], [-0.02, 0.04, -0.06], [0.00, 0.01, -0.06], [0.02, -0.02, 0.06], [-0.02, -0.01, 0.06]], "e_homo_ha": -0.36702, "charge": 0, "lumo_energy_ev": 0.31, "e_tot_ev": -583434.3241}

{"formula": "C10H13NOS", "method": "ωB97M-V with the def2-TZVPD basis set", "symbols": ["C", "C", "C", "C", "C", "C", "C", "C", "C", "C", "H", "H", "H", "H", "H", "H", "H", "H", "H", "H", "H", "H", "H", "N", "O", "S"], "coordinates": [[1.761, -1.463, -0.558], [1.589, -0.069, -1.266], [0.093, 1.586, -2.402], [-0.506, 2.386, -1.236], [-1.128, 0.316, 0.703], [-1.737, -0.869, 0.585], [-1.446, -1.886, 1.532], [-0.500, -1.620, 2.596], [-0.037, -0.306, 2.768], [-0.141, 0.493, 1.606], [3.027, -1.565, -1.079], [0.911, -2.567, -0.774], [1.631, -0.970, 0.862], [-0.358, -0.569, -1.677], [0.915, 2.138, -2.792], [-0.631, 1.374, -3.151], [0.361, 2.578, -0.613], [-0.946, 3.375, -1.650], [-2.620, -0.797, -0.052], [-1.945, -2.836, 1.634], [-0.284, -2.594, 3.197], [0.657, -0.099, 3.558], [0.355, 1.532, 1.589], [0.513, 0.109, -2.077], [2.401, 0.837, -0.886], [-1.935, 1.484, -0.419]], "forces_ev_per_a": [[1.10, -0.12, 0.69], [1.09, 1.17, 2.90], [-0.69, -2.54, 1.00], [-0.81, 0.18, -0.99], [-0.08, 1.18, -2.06], [-2.04, -2.91, 1.73], [1.24, 1.24, 0.89], [-1.88, -1.88, -0.64], [1.20, -1.85, -2.27], [1.13, 4.01, 2.81], [-3.85, -0.62, 2.46], [2.92, 3.90, 0.50], [0.80, -2.12, -4.54], [3.06, 2.59, -1.79], [0.86, 0.02, -0.39], [-0.66, 0.42, -0.82], [-0.40, 0.28, 0.80], [0.78, -1.61, 0.79], [0.20, -1.23, -0.09], [-0.13, -0.12, -0.70], [-0.22, 2.46, -0.44], [0.17, 0.40, 0.23], [-0.60, -1.72, 0.27], [-2.78, 0.02, 1.56], [-2.35, -2.33, -1.93], [1.92, 1.17, 0.00]], "e_homo_ha": -0.32065, "charge": 0, "lumo_energy_ev": 0.51, "relative_energy_kcal_mol": 146.75, "e_tot_ev": -24948.0981}

{"formula": "C5H9NO", "method": "ωB97M-V with the def2-TZVPD basis set", "symbols": ["C", "C", "C", "N", "C", "C", "O", "H", "H", "H", "H", "H", "H", "H", "H", "H"], "coordinates": [[2.425, -0.402, -0.122], [1.120, 0.458, 0.026], [-0.043, -0.215, -0.661], [-1.067, 0.381, 0.179], [-2.437, -0.094, 0.110], [-0.322, 0.870, 1.204], [-0.710, 1.420, 2.220], [2.205, -1.487, -0.158], [3.072, -0.198, 0.725], [3.037, -0.204, -1.045], [1.292, 1.432, -0.462], [-0.065, 0.066, -1.712], [-0.062, -1.316, -0.557], [-3.007, 0.305, 0.947], [-2.927, 0.203, -0.831], [-2.464, -1.198, 0.143]], "forces_ev_per_a": [[-0.18, 0.14, 0.65], [-0.51, 0.10, -0.29], [-0.25, 0.06, 0.00], [0.16, -0.80, -1.03], [-0.25, 0.07, 0.17], [0.18, 0.42, 0.52], [1.52, -1.12, -1.68], [-0.02, 0.59, 0.30], [0.31, -0.19, 0.08], [-0.93, 0.30, 0.72], [-0.10, -0.26, 0.48], [-0.51, -0.12, -0.22], [0.17, 0.36, -0.10], [0.02, -0.01, -0.03], [0.30, 0.10, 0.32], [0.10, 0.35, 0.12]], "e_homo_ha": -0.34055, "charge": 0, "lumo_energy_ev": 0.86, "relative_energy_kcal_mol": 58.78, "e_tot_ev": -8866.6639}

{"formula": "C5H13OP", "method": "ωB97M-V with the def2-TZVPD basis set", "symbols": ["C", "C", "C", "C", "C", "O", "P", "H", "H", "H", "H", "H", "H", "H", "H", "H", "H", "H", "H", "H"], "coordinates": [[-0.986, -1.635, 0.915], [1.230, -1.279, -0.134], [0.512, 0.168, 1.914], [-0.714, 2.545, -1.918], [0.129, -0.562, 0.622], [-0.477, 0.412, -0.276], [0.423, 1.129, -1.451], [-1.832, -1.224, 1.536], [-1.286, -1.909, -0.127], [-0.783, -2.537, 1.483], [1.266, -2.375, 0.179], [2.133, -0.813, 0.238], [1.088, -1.219, -1.235], [1.349, 0.889, 1.737], [-0.456, 0.515, 2.312], [0.842, -0.587, 2.737], [-0.728, 3.076, -0.934], [-1.699, 2.158, -2.085], [-0.117, 2.939, -2.777], [0.105, 0.309, -2.737]], "forces_ev_per_a": [[-1.15, 1.32, -0.65], [0.46, -1.35, 0.87], [0.53, -1.69, 0.88], [1.69, -1.19, 1.59], [-1.16, -1.21, 0.45], [-0.50, -0.10, 0.16], [-0.33, -0.26, -1.65], [0.50, 0.10, -1.14], [-0.42, -0.06, 1.03], [1.11, -0.06, -0.16], [0.00, 1.38, -0.49], [0.71, -0.10, -0.74], [0.33, -0.15, 0.82], [-1.05, -0.21, 0.36], [0.72, 0.79, -0.16], [-0.22, 1.08, -1.57], [0.11, 0.48, -1.28], [-0.49, 0.08, -0.66], [-1.08, 0.42, 0.74], [0.24, 0.73, 1.58]], "e_homo_ha": -0.31364, "charge": 0, "lumo_energy_ev": 0.91, "relative_energy_kcal_mol": 28.20, "e_tot_ev": -16731.0451}

{"formula": "C39H37BCl3F2NSSb2SiTi", "method": "ωB97M-V with the def2-TZVPD basis set", "symbols": ["Ti", "C", "C", "C", "Sb", "C", "C", "C", "C", "C", "C", "C", "C", "C", "C", "C", "C", "Sb", "C", "C", "C", "C", "C", "C", "C", "C", "C", "C", "C", "C", "H", "H", "H", "H", "H", "H", "H", "H", "H", "H", "H", "H", "H", "H", "H", "H", "H", "H", "H", "H", "H", "H", "H", "H", "H", "H", "F", "B", "F", "N", "S", "C", "C", "C", "C", "C", "C", "C", "C", "C", "C", "C", "C", "H", "H", "H", "H", "H", "H", "H", "H", "H", "H", "H", "Cl", "Si", "Cl", "Cl"], "coordinates": [[-2.833, -0.261, 0.562], [0.096, 4.545, 0.334], [0.985, 4.224, 1.559], [2.429, 3.806, 1.281], [2.624, 1.969, 0.106], [1.998, 0.451, 1.547], [1.976, -0.847, 1.063], [1.652, -1.858, 1.964], [1.390, -1.662, 3.320], [1.321, -0.384, 3.821], [1.650, 0.637, 2.908], [4.692, 1.599, 0.485], [5.197, 1.480, 1.782], [6.487, 1.176, 2.004], [7.381, 1.005, 0.947], [6.818, 0.954, -0.339], [5.525, 1.288, -0.563], [-0.777, 3.057, -0.958], [-2.273, 4.459, -1.717], [-2.685, 4.315, -3.035], [-3.819, 4.924, -3.466], [-4.578, 5.738, -2.619], [-4.096, 5.998, -1.323], [-2.921, 5.395, -0.855], [-2.251, 2.298, 0.626], [-1.749, 1.738, 1.830], [-2.635, 1.314, 2.800], [-4.080, 1.323, 2.588], [-4.512, 1.710, 1.347], [-3.610, 2.280, 0.429], [0.814, 4.997, -0.348], [-0.750, 5.132, 0.627], [0.518, 3.402, 2.100], [0.829, 5.136, 2.201], [2.874, 4.660, 0.811], [2.995, 3.583, 2.187], [2.201, -1.050, 0.070], [1.823, -2.882, 1.634], [1.267, -2.548, 3.840], [1.272, -0.080, 4.905], [1.727, 1.700, 3.236], [4.544, 1.662, 2.626], [6.883, 1.081, 3.043], [8.453, 0.896, 1.129], [7.379, 0.650, -1.225], [5.175, 1.256, -1.563], [-2.054, 3.682, -3.708], [-4.138, 4.922, -4.540], [-5.439, 6.314, -2.946], [-4.680, 6.714, -0.726], [-2.545, 5.636, 0.137], [-0.627, 1.633, 1.896], [-2.361, 0.924, 3.763], [-4.756, 1.054, 3.401], [-5.587, 1.790, 1.106], [-4.045, 2.619, -0.590], [-1.418, -0.372, -2.796], [-0.644, -0.637, -1.647], [0.556, -1.054, -1.984], [-1.173, -0.568, -0.367], [0.056, -3.934, -0.098], [0.909, -4.073, -1.715], [0.257, -4.348, -2.884], [0.951, -4.338, -4.058], [2.337, -4.152, -4.001], [2.999, -3.822, -2.833], [2.247, -3.751, -1.676], [-1.091, -5.267, 0.160], [-0.575, -6.547, 0.423], [-1.392, -7.616, 0.667], [-2.724, -7.360, 0.911], [-3.292, -6.144, 0.544], [-2.477, -5.110, 0.102], [-0.398, -0.468, 0.334], [-0.844, -4.550, -2.833], [0.608, -4.551, -5.083], [2.907, -4.258, -4.958], [4.061, -3.585, -2.831], [2.659, -3.562, -0.674], [0.499, -6.657, 0.395], [-0.966, -8.597, 0.813], [-3.276, -8.304, 1.044], [-4.364, -5.932, 0.441], [-2.824, -4.054, 0.029], [-3.250, -1.931, 2.011], [-3.245, 0.712, -2.806], [-4.106, -0.930, -1.507], [-4.162, 0.206, -4.620]], "forces_ev_per_a": [[-0.78, 0.11, 0.89], [1.55, -1.08, -0.03], [-1.36, -0.38, 0.72], [-0.68, -0.16, 0.31], [0.15, 0.00, 0.09], [-0.64, 0.57, 0.79], [-0.79, 0.24, 2.21], [1.10, -0.73, -0.32], [-0.07, 0.69, -1.69], [1.04, 1.66, 0.33], [0.31, 1.63, -0.29], [-0.52, 0.04, 0.59], [-2.07, 0.62, -0.29], [2.80, -0.22, 1.35], [-0.54, -0.35, -0.61], [2.32, -0.25, 0.09], [-0.93, 0.03, 0.23], [-1.18, 0.14, 0.50], [0.31, 0.53, 1.43], [1.47, -1.38, 0.05], [-2.07, 1.57, -1.89], [1.11, 0.17, 0.78], [-0.32, 0.17, -0.22], [-0.38, -0.79, -1.16], [1.37, 0.13, -0.65], [1.13, -0.11, -0.55], [-2.02, -0.41, 0.43], [2.14, 0.03, 0.16], [-1.27, 1.02, -0.22], [-1.32, -0.13, -2.59], [-0.57, 0.83, -0.38], [-0.04, 0.74, -0.05], [-0.18, 0.05, 0.44], [0.85, -0.84, -0.31], [0.84, 0.14, -0.61], [-0.18, 0.27, 0.15], [0.47, -0.57, -1.72], [-0.47, 0.22, 0.09], [-0.34, -1.29, 1.52], [-0.36, -0.74, -1.26], [-0.23, -0.96, 0.19], [-0.08, -0.10, 0.09], [-0.45, 0.24, -0.92], [-0.46, -0.25, -0.15], [0.32, 0.25, 0.44], [-0.45, 0.07, -0.85], [-0.82, 0.56, 0.48], [0.44, -0.42, 1.06], [0.04, -0.41, -0.19], [0.54, -0.38, -0.04], [-0.18, -0.20, -0.19], [-1.39, 0.04, 0.52], [0.65, -0.08, 0.11], [0.25, -0.20, -0.36], [0.63, -0.38, 0.18], [0.80, -0.32, 1.89], [-0.11, -0.18, 0.12], [-0.02, -0.79, -0.41], [0.23, 0.36, 0.03], [0.92, 1.05, 0.72], [-0.03, 0.44, -0.41], [-0.66, -0.07, 1.70], [-2.66, -0.28, -0.07], [1.68, -0.52, -1.34], [0.63, 0.14, -1.50], [0.02, 0.30, -0.07], [0.40, -0.30, 1.06], [0.27, -1.15, -0.71], [0.91, 1.01, -0.66], [0.34, 0.57, 1.05], [-1.08, -1.70, -1.61], [-0.54, 0.39, -0.51], [0.82, 1.53, 1.31], [-0.56, -0.51, -0.72], [1.11, 0.16, -0.22], [-0.60, 0.07, 0.92], [-0.49, 0.24, 1.01], [-0.21, -0.21, 0.01], [0.19, 0.06, -0.65], [0.10, -0.13, -0.06], [-0.07, -0.11, 0.03], [-0.45, 0.99, 0.43], [0.34, -0.57, 0.62], [-0.16, -1.06, -0.51], [0.08, 0.40, -0.44], [-0.44, 0.31, -0.42], [0.06, 0.01, 0.08], [0.49, -0.08, 0.64]], "e_homo_ha": [-0.37418, -0.37419], "charge": 1, "lumo_energy_ev": [-3.87, -3.64], "multiplicity": 2, "relative_energy_kcal_mol": 0.00, "e_tot_ev": -141114.1551}

{"formula": "C4H12BrO2", "method": "ωB97M-V with the def2-TZVPD basis set", "symbols": ["Br", "C", "C", "O", "H", "H", "H", "H", "H", "H", "C", "C", "O", "H", "H", "H", "H", "H", "H"], "coordinates": [[-0.090, 0.609, -0.770], [-4.253, 0.954, -0.099], [-4.093, 1.155, -1.561], [-3.357, 0.066, -2.075], [-5.154, 0.371, 0.090], [-4.360, 1.896, 0.439], [-3.423, 0.471, 0.416], [-3.445, 2.021, -1.691], [-4.992, 1.325, -2.153], [-2.541, 0.082, -1.570], [4.790, -0.524, 0.985], [3.650, -1.503, 1.142], [2.403, -0.855, 1.319], [4.897, 0.312, 1.676], [4.822, -0.186, -0.051], [5.698, -1.090, 1.193], [3.884, -2.219, 1.930], [3.477, -2.227, 0.346], [2.088, -0.656, 0.434]], "forces_ev_per_a": [[-0.07, -0.09, -0.03], [-1.39, 0.24, 1.48], [1.99, 0.33, -0.31], [-0.91, -0.54, -0.85], [-0.04, -0.20, 0.25], [-0.25, 0.25, -0.06], [0.24, -0.13, -0.58], [-0.15, 0.54, -0.19], [-0.17, -0.31, 0.23], [0.90, -0.18, 0.01], [0.97, -0.83, -0.66], [-0.91, -0.09, 0.41], [0.51, -0.37, 0.73], [-0.93, -0.01, 0.03], [0.15, 0.36, 0.11], [0.39, -0.14, -0.39], [-0.39, 0.43, 0.88], [0.79, 0.30, -0.86], [-0.75, 0.43, -0.19]], "e_homo_ha": -0.15128, "charge": -1, "lumo_energy_ev": 3.56, "relative_energy_kcal_mol": 20.24, "e_tot_ev": -78481.8382}